(1)
{"formula": "CH3Br2OP", "method": "wB97M-V/def2-TZVPD", "symbols": ["C", "O", "P", "Br", "Br", "H", "H", "H"], "coordinates": [[0.75224, 0.36103, -0.12582], [2.00978, 0.15975, -0.80393], [-1.47621, -0.67910, 0.84969], [-2.56235, -2.33062, -0.32238], [-2.53914, 0.98333, 0.05442], [0.22590, 1.15267, -0.51983], [0.91614, 0.49699, 0.98978], [2.67365, -0.14405, -0.12193]], "e_homo_ev": [-8.228, -8.530], "de_lowest_ev": 3.914}

=====

(2)
{"formula": "C2H3O2S", "method": "wB97M-V/def2-TZVPD", "symbols": ["C", "C", "O", "O", "S", "H", "H", "H"], "coordinates": [[2.87336, -0.36576, 0.03144], [0.01859, 0.21895, 0.01202], [2.21183, -1.44839, -0.00955], [4.01639, 0.09406, 0.05541], [1.58251, 1.11936, -0.04896], [0.28644, -0.74129, -0.13364], [-0.62496, 0.51132, -0.69527], [-0.51243, 0.32747, 0.91741]], "spin_multiplicity": 3, "s_squared": 2.006, "total_charge": -1, "e_homo_ev": [0.325, -6.864], "de_lowest_ev": 0.000}

=====

(3)
{"formula": "C8AlB2O18V", "method": "wB97M-V/def2-TZVPD", "symbols": ["O", "V", "O", "Al", "O", "C", "O", "B", "O", "C", "O", "O", "C", "O", "C", "O", "O", "O", "C", "O", "B", "O", "C", "O", "O", "C", "O", "C", "O", "O"], "coordinates": [[-5.51846, -5.52609, -3.71157], [-4.74097, -4.31797, -3.03450], [-3.18023, -4.58391, -3.07012], [0.61412, -1.15590, 5.15213], [-0.07695, 0.79359, 3.22501], [0.36916, 1.57925, 2.36194], [1.63422, 1.70679, 2.09567], [1.75243, 2.49709, 0.83266], [0.34030, 2.86932, 0.53339], [-0.48233, 2.41134, 1.35707], [-1.71011, 2.49551, 1.37848], [2.33957, 1.71556, -0.31612], [3.45111, 2.24981, -0.60467], [4.22094, 1.79819, -1.45932], [3.72850, 3.48796, 0.26637], [2.69738, 3.66168, 0.97046], [4.73264, 4.17533, 0.30519], [0.90699, -1.95099, 2.32412], [0.53620, -1.81127, 1.12180], [-0.62925, -1.91453, 0.61113], [-0.65896, -1.26881, -0.70495], [0.72541, -1.18787, -1.14071], [1.53104, -1.41066, -0.04013], [2.69893, -1.17957, 0.02243], [-1.39597, 0.02496, -0.61576], [-2.57952, -0.13816, -1.12601], [-3.48103, 0.60803, -0.95203], [-2.68661, -1.52714, -1.80868], [-1.46125, -2.05669, -1.70458], [-3.67731, -2.04483, -2.26871]], "total_charge": 2, "e_homo_ev": -15.917}